[1]
Here is a 2-piece molecular cluster, H2 overall at a distorted geometry from the OMol25 dataset. Energies are from ωB97M-V with the def2-TZVPD basis set.

Element x y z (Å)
1 H 0.000 0.000 0.747
2 H 0.000 0.000 -0.747

Cartesian forces, eV/Å:
0.00 0.00 -4.44
0.00 0.00 4.44

The HOMO energy comes out at -11.47 eV. The energy is -1.0458 Ha. The calculation puts the lowest unoccupied orbital energy at -0.5 eV. The orbital gap is 11.008 eV.

=====

[2]
Here is a 2-piece molecular cluster, C5H13NOS overall at a distorted geometry from the OMol25 dataset. Energies are from ωB97M-V with the def2-TZVPD basis set.

Element x y z (Å)
1 C -1.325 -0.561 -1.438
2 C -2.832 0.270 0.603
3 C 0.605 0.796 1.472
4 C -1.428 -0.073 0.006
5 C -0.325 0.914 0.495
6 N 2.404 -1.114 -0.024
7 O 4.397 0.476 -0.631
8 S 2.764 0.444 -0.509
9 H -1.593 0.062 -2.303
10 H -0.282 -0.767 -1.456
11 H -1.812 -1.503 -1.415
12 H -2.772 0.667 1.555
13 H -3.493 -0.606 0.459
14 H -3.394 1.013 0.000
15 H 1.119 1.750 1.666
16 H 4.767 0.415 -1.436
17 H 0.733 -0.077 2.101
18 H -1.174 -0.929 0.558
19 H -0.356 1.880 -0.005
20 H 1.896 -1.768 -0.700
21 H 2.101 -1.290 1.004

Cartesian forces (eV/Å) of the 6 atoms listed first:
0.26 0.95 0.77
-0.49 -0.32 -3.92
-1.86 1.24 -1.08
0.16 1.64 1.48
-0.56 -0.07 -0.02
-1.39 -1.60 0.73

As for the SMILES: C=CC(C)C.NSO. The HOMO energy comes out at -8.46 eV. The energy is -726.3859 Ha. The calculation puts the lowest unoccupied orbital energy at 0.8 eV. The orbital gap is 9.221 eV.

=====

[3]
Here is C22H34BeFN5O8 as an isolated structure at a distorted geometry from the OMol25 dataset. Energies are from ωB97M-V with the def2-TZVPD basis set.

Element x y z (Å)
1 O -1.429 -3.341 -2.779
2 H -1.757 -4.188 -3.134
3 Be -0.416 -0.368 -2.874
4 N 2.134 -0.769 -4.102
5 N 1.618 1.847 -4.232
6 O 2.668 -1.931 -3.926
7 O 1.093 3.066 -4.446
8 C 2.648 -0.082 -5.152
9 C 2.199 1.293 -5.290
10 C 3.650 -0.591 -6.116
11 C 2.393 2.078 -6.550
12 H 3.836 -1.635 -5.894
13 H 4.583 -0.014 -6.010
14 H 3.229 -0.531 -7.124
15 H 1.877 3.046 -6.407
16 H 1.944 1.530 -7.401
17 H 3.474 2.234 -6.739
18 H 1.609 -2.733 -3.418
19 H 0.701 3.281 -3.527
20 O 2.831 1.107 -1.802
21 H 2.989 0.152 -1.726
22 H 2.491 1.233 -2.726
23 C -1.196 -1.379 -4.117
24 H -1.737 -2.298 -3.708
25 H -0.517 -1.693 -4.944
26 H -1.912 -0.745 -4.669
27 O 0.946 -3.431 -3.063
28 H -0.322 -3.273 -2.865
29 H 1.085 -4.319 -3.446
30 F -1.754 -3.408 2.449
31 C -1.087 -2.209 2.279
32 C -0.480 -1.928 1.074
33 C 0.027 -0.624 0.815
34 C 0.189 -0.140 -0.509
35 O 0.183 -0.956 -1.539
36 C 0.251 1.276 -0.634
37 C 0.495 2.098 0.460
38 N 0.525 1.604 1.722
39 C 0.884 2.391 2.840
40 C 1.613 3.690 2.711
41 C 0.167 3.716 3.040
42 C 0.083 0.286 1.906
43 C -0.430 -0.058 3.159
44 C -1.191 -1.238 3.314
45 N -2.166 -1.318 4.290
46 C -3.075 -0.211 4.494
47 C -2.883 0.316 5.916
48 N -3.083 -0.849 6.823
49 C -2.254 -2.058 6.599
50 C -2.382 -2.483 5.126
51 C -0.074 1.943 -1.906
52 O 0.109 3.177 -2.004
53 O -0.558 1.197 -2.855
54 H -0.507 -2.632 0.248
55 H 0.631 3.171 0.351
56 H 1.155 1.806 3.724
57 H 2.285 3.921 3.542
58 H 1.943 3.956 1.708
59 H -0.507 4.053 2.244
60 H -0.099 3.988 4.070
61 H -0.402 0.650 3.995
62 H -4.126 -0.554 4.356
63 H -2.855 0.568 3.749
64 H -1.877 0.703 6.092
65 H -3.612 1.088 6.170
66 H -2.959 -0.541 7.792
67 H -4.040 -1.156 6.646
68 H -2.604 -2.849 7.266
69 H -1.226 -1.796 6.859
70 H -3.395 -2.893 4.938
71 H -1.627 -3.244 4.866

Cartesian forces (eV/Å) of the 6 atoms listed first:
0.02 -3.39 2.49
0.54 0.37 0.35
-0.24 -0.77 -2.43
1.04 2.09 -2.66
2.11 -2.21 -1.88
0.16 -1.17 0.44

The HOMO energy comes out at -4.80 eV. The energy is -1848.7880 Ha. The calculation puts the lowest unoccupied orbital energy at -2.2 eV. The orbital gap is 2.571 eV.

=====

[4]
Here is the molecule C6H14O6 from the OMol25 dataset. Energies are from ωB97M-V with the def2-TZVPD basis set.

Element x y z (Å)
1 O 2.345 -1.359 3.333
2 C 1.112 -1.026 2.755
3 H 0.541 -1.957 2.704
4 C 1.258 -0.448 1.339
5 O 2.102 -1.253 0.548
6 H 1.724 -2.144 0.556
7 H 1.741 0.536 1.381
8 C -0.133 -0.315 0.680
9 O -0.623 -1.622 0.501
10 H -1.305 -1.594 -0.192
11 H -0.789 0.256 1.359
12 C -0.042 0.451 -0.655
13 O 0.746 -0.236 -1.599
14 H 1.514 -0.602 -1.126
15 C -1.437 0.603 -1.296
16 C -1.392 1.664 -2.411
17 H -0.528 1.472 -3.052
18 O -1.222 2.962 -1.905
19 H -2.002 3.207 -1.395
20 H -2.308 1.581 -3.011
21 O -1.868 -0.642 -1.795
22 H -1.139 -0.973 -2.342
23 H -2.169 0.904 -0.537
24 H 0.366 1.455 -0.460
25 H 0.562 -0.306 3.378
26 H 2.949 -0.613 3.245

Cartesian forces (eV/Å) of the 6 atoms listed first:
0.42 -0.02 0.22
-0.16 0.24 -0.34
-0.04 0.11 0.01
-0.70 -0.02 0.45
0.28 -0.29 -0.24
0.03 0.03 -0.05

As for the SMILES: OC[C@@H](O)[C@H](O)[C@@H](O)[C@H](O)CO. The HOMO energy comes out at -9.81 eV. The energy is -688.4406 Ha. The calculation puts the lowest unoccupied orbital energy at 0.6 eV. The orbital gap is 10.451 eV.